Entry 1:
Formula: C55H53BrN5OP2SV
Source: the OMol25 dataset
Level of theory: the ωB97M-V functional and the def2-TZVPD basis

Each line ends with the Mulliken spin population.
Positions of all 119 atoms, in Å:
V1 1.29 0.16 0.05  1.742
Br1 4.51 -2.46 7.52  0.000
C1 4.10 -1.69 5.84  -0.001
C2 5.02 -0.86 5.22  0.000
C3 4.71 -0.29 4.00  -0.006
C4 3.49 -0.55 3.37  0.042
C5 2.59 -1.41 4.00  -0.022
C6 2.88 -1.96 5.24  0.001
N1 3.17 0.01 2.12  0.075
C7 4.17 0.04 1.15  -0.037
C8 4.09 0.53 -0.10  0.052
C9 5.26 0.53 -0.98  -0.016
C10 5.29 1.24 -2.11  0.013
C11 4.13 2.05 -2.46  -0.023
C12 3.01 1.92 -1.73  0.052
N2 2.87 1.03 -0.66  -0.113
H1 5.97 -0.65 5.70  0.000
H2 5.41 0.39 3.54  -0.002
H3 1.65 -1.64 3.52  0.013
H4 2.17 -2.63 5.71  0.000
H5 5.09 -0.46 1.42  -0.002
H6 6.12 -0.04 -0.66  0.001
H7 6.17 1.25 -2.74  0.000
H8 4.15 2.75 -3.28  -0.001
H9 2.13 2.50 -1.96  -0.036
C13 4.26 -3.15 -3.32  -0.004
C14 4.23 -3.81 -2.10  0.003
C15 3.44 -3.36 -1.05  -0.012
C16 2.65 -2.22 -1.22  -0.006
C17 2.67 -1.57 -2.45  0.036
C18 3.47 -2.02 -3.49  0.011
N3 1.83 -1.70 -0.20  -0.098
N4 1.41 -2.71 0.68  0.005
C19 0.38 -2.38 1.36  0.015
C20 -0.07 -3.30 2.41  0.008
C21 -0.84 -2.86 3.41  -0.001
C22 -1.27 -1.47 3.48  -0.008
C23 -1.06 -0.65 2.45  0.111
C24 -0.38 -1.09 1.20  -0.158
H10 4.88 -3.51 -4.13  0.000
H11 4.85 -4.69 -1.95  0.000
H12 3.44 -3.87 -0.10  0.000
H13 2.04 -0.70 -2.61  0.024
H14 3.46 -1.49 -4.43  0.000
H15 0.32 -4.31 2.39  0.000
H16 -1.12 -3.54 4.21  0.000
H17 -1.76 -1.11 4.38  0.001
H18 -1.39 0.38 2.52  -0.010
C25 -6.68 -0.54 -2.12  0.000
S1 -6.42 1.10 -1.43  0.000
C26 -5.02 1.61 -2.44  0.001
C27 -3.70 0.91 -2.16  -0.002
C28 -3.24 1.14 -0.73  -0.005
N5 -1.88 0.64 -0.38  -0.040
P1 -1.48 -0.99 -0.14  0.100
C29 -0.88 -1.74 -1.67  -0.100
C30 -1.01 -1.04 -2.86  0.112
C31 -0.64 -1.62 -4.07  -0.010
C32 -0.16 -2.92 -4.09  0.008
C33 -0.06 -3.64 -2.90  -0.003
C34 -0.43 -3.06 -1.70  0.061
C35 -3.09 -1.83 0.08  -0.001
C36 -3.43 -2.91 -0.73  0.001
C37 -4.58 -3.65 -0.47  0.001
C38 -5.39 -3.31 0.60  0.000
C39 -5.07 -2.23 1.40  0.001
C40 -3.92 -1.50 1.15  0.000
P2 -0.57 1.76 -0.39  0.244
C41 -0.78 2.64 -1.96  -0.072
C42 -0.12 2.14 -3.08  0.091
C43 -0.33 2.69 -4.34  0.001
C44 -1.20 3.76 -4.48  0.000
C45 -1.85 4.28 -3.37  0.000
C46 -1.64 3.73 -2.12  -0.004
C47 -1.03 3.02 0.84  0.104
C48 -0.32 4.21 0.86  0.011
C49 -0.59 5.17 1.82  0.003
C50 -1.57 4.94 2.77  0.003
C51 -2.29 3.76 2.76  -0.001
C52 -2.02 2.80 1.79  0.004
H19 -7.54 -0.98 -1.61  0.000
H20 -5.82 -1.20 -1.95  0.000
H21 -6.90 -0.49 -3.18  0.000
H22 -4.91 2.69 -2.28  0.000
H23 -5.28 1.49 -3.49  0.000
H24 -2.95 1.31 -2.86  -0.001
H25 -3.77 -0.16 -2.37  0.000
H26 -3.97 0.75 -0.04  -0.001
H27 -3.20 2.22 -0.54  0.000
H28 -1.38 -0.03 -2.86  -0.043
H29 -0.72 -1.05 -4.98  0.000
H30 0.14 -3.38 -5.02  0.000
H31 0.33 -4.65 -2.90  0.000
H32 -0.32 -3.63 -0.78  0.000
H33 -2.80 -3.20 -1.57  0.001
H34 -4.82 -4.49 -1.10  0.000
H35 -6.28 -3.89 0.81  0.000
H36 -5.70 -1.95 2.23  0.000
H37 -3.68 -0.67 1.80  -0.002
H38 0.57 1.31 -2.97  -0.001
H39 0.20 2.29 -5.19  0.000
H40 -1.37 4.20 -5.46  0.000
H41 -2.52 5.12 -3.48  0.000
H42 -2.15 4.15 -1.26  0.001
H43 0.46 4.40 0.13  -0.009
H44 -0.02 6.10 1.83  0.000
H45 -1.78 5.69 3.53  0.000
H46 -3.06 3.57 3.49  0.000
H47 -2.59 1.88 1.77  0.002
C53 1.20 1.46 4.20  0.000
O1 1.07 0.75 2.99  0.005
C54 2.00 0.95 1.94  -0.154
C55 2.53 2.38 1.99  0.063
H48 2.20 1.40 4.64  0.000
H49 0.51 0.99 4.89  0.000
H50 0.93 2.52 4.09  0.000
H51 3.04 2.59 2.93  0.002
H52 1.71 3.09 1.88  -0.020
H53 3.24 2.56 1.19  0.000

**⟨S²⟩**: 2.0704
**Lowest unoccupied orbital energy (alpha / beta)**: 0.07 / -0.06 eV
**Gap between HOMO and LUMO (alpha / beta)**: 5.46 / 5.43 eV
**Max |F|**: 1.36 eV/A
**2S+1**: 3
**M**: 1024.9 g/mol
**E_tot**: -7075.49867 hartree


Entry 2:
Formula: C5H3F4IO
Source: the OMol25 dataset
Level of theory: the ωB97M-V functional and the def2-TZVPD basis

Each line ends with the natural charge from an NBO analysis.
Positions of all 14 atoms, in Å:
C1 -1.45 -0.19 2.16  -0.407
C2 -1.73 0.60 1.14  0.092
C3 0.82 0.38 -1.46  0.102
C4 2.12 0.09 -1.77  0.791
C5 0.25 0.44 -0.17  0.784
O1 -0.99 0.81 0.00  -0.422
F1 -0.02 0.60 -2.48  -0.271
F2 2.58 0.02 -3.00  -0.253
F3 3.06 -0.14 -0.87  -0.258
F4 1.04 0.26 0.88  -0.270
I1 -0.34 -2.97 -0.66  -0.563
H1 -2.15 -0.28 2.96  0.228
H2 -0.56 -0.79 2.22  0.234
H3 -2.64 1.18 1.05  0.212

**Lowest unoccupied orbital energy (alpha / beta)**: -1.66 / -2.72 eV
**Gap between HOMO and LUMO (alpha / beta)**: 6.66 / 4.83 eV
**Max |F|**: 1.87 eV/A
**2S+1**: 1
**M**: 282.0 g/mol
**E_tot**: -964.58556 hartree
**Energy above the lowest of the compared OMol25 structures with the same formula, charge and spin**: 14.3 kJ/mol


Entry 3:
Formula: C25H45ClP2W
Source: the OMol25 dataset
Level of theory: the ωB97M-V functional and the def2-TZVPD basis

Each line ends with the Mulliken spin population.
Positions of all 74 atoms, in Å:
W1 -0.11 -1.02 -1.53  0.773
C1 -1.73 0.37 -2.03  0.285
C2 -2.24 -0.92 -1.55  0.135
C3 -2.49 0.64 0.14  0.119
C4 -2.04 1.34 -0.98  0.147
C5 -2.41 -0.75 -0.12  0.027
C6 -1.41 0.71 -3.43  -0.060
H1 -0.94 -0.13 -3.96  -0.003
H2 -0.70 1.56 -3.49  0.003
H3 -2.34 0.99 -3.96  0.011
C7 -2.30 2.78 -1.24  -0.003
H4 -1.67 3.17 -2.04  0.003
H5 -2.15 3.39 -0.34  -0.001
H6 -3.35 2.92 -1.55  0.011
C8 -3.21 1.29 1.29  -0.018
H7 -4.21 1.65 0.98  0.018
H8 -2.66 2.16 1.66  0.012
H9 -3.37 0.60 2.13  0.001
C9 -2.81 -1.80 0.86  0.037
H10 -3.91 -1.92 0.90  -0.003
H11 -2.49 -1.53 1.88  -0.006
H12 -2.38 -2.79 0.63  -0.005
C10 -2.71 -2.02 -2.44  0.028
H13 -3.69 -1.75 -2.86  0.017
H14 -2.83 -2.95 -1.88  0.004
H15 -2.01 -2.17 -3.26  -0.004
C11 1.89 -0.77 -1.56  0.029
C12 1.36 -0.96 -2.95  0.057
C13 1.42 -2.30 -3.61  0.029
C14 0.82 -3.44 -2.75  0.002
C15 -0.11 -3.03 -1.62  0.125
C16 0.30 -2.53 -0.26  0.040
C17 1.76 -2.63 0.13  0.047
C18 2.67 -1.89 -0.87  0.004
H16 2.45 -2.55 -3.94  0.002
H17 1.62 -4.09 -2.39  -0.004
H18 0.83 -2.21 -4.54  -0.008
H19 3.08 -2.60 -1.59  0.004
H20 2.23 0.22 -1.31  0.024
H21 1.58 -0.13 -3.62  -0.001
H22 3.54 -1.47 -0.34  -0.002
H23 1.91 -2.20 1.13  -0.018
H24 -0.40 -2.78 0.53  0.005
H25 2.06 -3.69 0.23  0.000
H26 0.22 -4.05 -3.45  0.004
H27 -1.00 -3.67 -1.58  0.008
P1 2.02 2.69 1.07  0.002
P2 0.00 -0.01 2.91  0.036
C19 2.45 1.08 1.74  -0.033
C20 1.79 0.45 3.01  -0.003
H28 3.53 1.14 1.94  0.001
H29 2.30 0.38 0.89  0.017
H30 2.30 -0.52 3.17  -0.002
H31 1.95 1.08 3.90  0.001
C21 -0.91 0.94 4.17  0.003
H32 -1.91 0.48 4.29  -0.001
H33 -1.07 1.97 3.79  0.000
H34 -0.36 0.94 5.11  0.001
C22 -0.06 -1.73 3.58  0.004
H35 0.75 -1.88 4.31  0.000
H36 0.05 -2.45 2.77  0.003
H37 -1.03 -1.90 4.06  0.000
C23 3.49 3.66 0.62  0.000
H38 3.32 4.14 -0.35  0.000
H39 4.35 2.99 0.53  0.000
H40 3.72 4.43 1.36  0.000
C24 1.04 2.44 -0.41  -0.006
H41 0.16 3.09 -0.38  -0.008
H42 0.65 1.39 -0.53  0.108
H43 1.64 2.74 -1.27  0.001
Cl1 1.94 4.20 3.68  0.000
C25 1.03 3.64 2.27  0.001
H44 0.19 3.02 2.61  0.001
H45 0.61 4.53 1.76  0.000

**⟨S²⟩**: 2.0212
**Lowest unoccupied orbital energy (alpha / beta)**: -6.14 / -8.38 eV
**Gap between HOMO and LUMO (alpha / beta)**: 6.76 / 5.35 eV
**Max |F|**: 3.25 eV/A
**2S+1**: 3
**Net charge**: +2
**M**: 626.9 g/mol
**E_tot**: -2188.80981 hartree
**Energy above the lowest of the compared OMol25 structures with the same formula, charge and spin**: 240.0 kJ/mol


Entry 4:
Formula: C4H5N3O
Source: the OMol25 dataset
Level of theory: the ωB97M-V functional and the def2-TZVPD basis

Each line ends with the natural charge from an NBO analysis.
Positions of all 13 atoms, in Å:
C1 -0.59 1.17 0.09  -0.066
C2 0.67 0.76 -0.31  -0.199
C3 2.22 0.62 0.09  -0.212
C4 0.62 -0.59 -0.21  0.260
H1 -3.17 -0.15 0.89  0.479
H2 -1.23 1.98 -0.20  0.218
H3 3.04 1.13 -0.51  0.218
H4 2.25 1.11 1.30  0.201
H5 2.49 -1.28 -0.62  0.362
N1 -1.35 0.06 0.12  0.108
N2 2.02 -0.89 0.14  -0.587
N3 -0.59 -1.11 0.11  -0.295
O1 -2.68 -0.13 -0.17  -0.486

**Lowest unoccupied orbital energy**: 0.27 eV
**Gap between HOMO and LUMO**: 9.42 eV
**Max |F|**: 5.55 eV/A
**2S+1**: 1
**M**: 111.1 g/mol
**E_tot**: -394.69509 hartree
**Energy above the lowest of the compared OMol25 structures with the same formula, charge and spin**: 715.4 kJ/mol


Entry 5:
Formula: C37H33N6O6Re
Source: the OMol25 dataset
Level of theory: the ωB97M-V functional and the def2-TZVPD basis

Each line ends with the natural charge from an NBO analysis.
Positions of all 83 atoms, in Å:
Re1 0.58 1.60 -0.45  1.761
O1 1.12 2.72 3.42  -0.541
C1 1.06 2.62 2.22  0.649
N1 0.08 2.04 1.45  -0.649
C2 -1.30 2.18 1.76  0.202
C3 -1.83 2.31 3.03  -0.238
C4 -3.20 2.51 3.16  -0.194
C5 -4.00 2.58 2.03  -0.202
C6 -3.46 2.46 0.75  -0.208
C7 -2.10 2.26 0.63  0.092
N2 -1.35 2.10 -0.59  -0.593
C8 -1.95 2.01 -1.82  0.630
O2 -3.13 2.06 -2.06  -0.560
C9 -0.96 1.86 -2.94  0.141
C10 -1.41 1.82 -4.24  -0.196
C11 -0.48 1.72 -5.27  -0.110
C12 0.87 1.66 -4.95  -0.235
C13 1.24 1.68 -3.62  0.104
N3 0.35 1.78 -2.63  -0.510
C14 2.08 3.33 1.34  0.138
C15 3.12 4.06 1.86  -0.193
C16 3.89 4.83 1.00  -0.115
C17 3.58 4.85 -0.35  -0.233
C18 2.53 4.07 -0.81  0.056
N4 1.80 3.32 0.03  -0.497
H1 -1.19 2.24 3.90  0.245
H2 -3.63 2.60 4.14  0.224
H3 -5.07 2.74 2.13  0.224
H4 -4.09 2.51 -0.12  0.256
H5 -2.47 1.87 -4.42  0.268
H6 -0.80 1.68 -6.30  0.241
H7 1.63 1.59 -5.71  0.244
H8 2.28 1.60 -3.34  0.212
H9 3.29 4.04 2.93  0.266
H10 4.71 5.42 1.38  0.243
H11 4.13 5.46 -1.05  0.247
H12 2.24 4.05 -1.85  0.220
C19 3.69 0.96 -1.32  -0.255
O3 2.82 0.79 -0.18  -0.581
C20 3.15 -0.47 0.47  -0.071
C21 2.75 -0.51 1.91  -0.086
O4 1.36 -0.44 2.02  -0.568
C22 0.90 -0.70 3.35  -0.253
H13 4.72 0.84 -0.98  0.200
H14 3.57 1.97 -1.69  0.185
H15 3.45 0.22 -2.08  0.226
H16 4.24 -0.56 0.43  0.199
H17 2.71 -1.29 -0.10  0.206
H18 3.23 0.31 2.47  0.178
H19 3.13 -1.46 2.32  0.198
H20 1.36 0.00 4.05  0.183
H21 1.14 -1.73 3.63  0.183
H22 -0.18 -0.56 3.35  0.218
O5 1.41 -0.86 -2.46  -0.683
C23 0.60 -1.21 -1.62  0.791
N5 0.12 -2.46 -1.42  -0.623
C24 -0.88 -2.54 -0.38  0.040
C25 -0.91 -1.06 0.08  0.716
O6 -1.59 -0.63 0.96  -0.569
N6 -0.02 -0.34 -0.70  -0.750
C26 -2.22 -3.00 -0.94  -0.067
C27 -3.24 -2.10 -1.26  -0.152
C28 -4.41 -2.55 -1.85  -0.215
C29 -4.57 -3.90 -2.14  -0.199
C30 -3.56 -4.80 -1.82  -0.198
C31 -2.40 -4.35 -1.22  -0.210
C32 -0.43 -3.38 0.82  -0.061
C33 0.84 -3.94 0.88  -0.226
C34 1.24 -4.67 2.00  -0.211
C35 0.36 -4.84 3.06  -0.209
C36 -0.91 -4.29 2.99  -0.217
C37 -1.31 -3.56 1.88  -0.141
H23 0.28 -3.19 -2.10  0.428
H24 -3.14 -1.04 -1.02  0.213
H25 -5.20 -1.85 -2.09  0.222
H26 -5.49 -4.25 -2.60  0.223
H27 -3.69 -5.85 -2.03  0.222
H28 -1.62 -5.06 -0.95  0.220
H29 1.54 -3.80 0.06  0.214
H30 2.22 -5.11 2.03  0.218
H31 0.66 -5.42 3.92  0.223
H32 -1.61 -4.43 3.81  0.223
H33 -2.30 -3.13 1.83  0.228

**⟨S²⟩**: 3.7709
**Lowest unoccupied orbital energy (alpha / beta)**: -3.27 / -4.30 eV
**Gap between HOMO and LUMO (alpha / beta)**: 6.84 / 6.27 eV
**Max |F|**: 0.74 eV/A
**2S+1**: 4
**Net charge**: +1
**M**: 843.9 g/mol
**E_tot**: -2287.92191 hartree


Entry 6:
Formula: C34H42BrN6ORbS2Se2Si
Source: the OMol25 dataset
Level of theory: the ωB97M-V functional and the def2-TZVPD basis

Each line ends with the Löwdin charge.
Positions of all 90 atoms, in Å:
Rb1 -0.57 -0.34 0.19  0.605
C1 4.67 0.86 2.22  -0.445
Se1 3.33 1.57 0.99  0.834
C2 4.49 2.18 -0.53  -0.555
C3 4.87 1.10 -1.47  -0.583
Se2 3.47 0.54 -2.73  0.867
C4 4.56 -0.69 -3.78  -0.441
H1 5.42 1.61 2.49  0.012
H2 5.13 -0.02 1.77  -0.012
H3 4.09 0.54 3.11  0.014
H4 5.36 2.67 -0.07  0.064
H5 3.84 2.91 -1.05  0.031
H6 5.18 0.20 -0.94  0.048
H7 5.63 1.42 -2.18  0.052
H8 5.13 -1.38 -3.15  0.007
H9 5.20 -0.11 -4.46  0.007
H10 3.86 -1.28 -4.36  -0.006
C5 -1.15 3.29 2.29  -0.042
C6 -1.39 2.10 3.16  -0.385
C7 -1.92 2.32 4.46  -0.107
C8 -2.10 1.24 5.34  -0.130
C9 -1.94 -0.03 4.82  -0.071
C10 -1.50 -0.23 3.43  -0.520
N1 -1.13 0.88 2.68  0.021
N2 -1.49 -1.39 2.83  -0.115
Si1 -1.80 -3.00 3.41  0.308
C11 -1.22 -4.22 2.14  -0.191
C12 -3.63 -3.27 3.65  -0.197
C13 -0.92 -3.34 5.02  -0.203
H11 -1.15 4.20 2.91  0.071
H12 -1.96 3.36 1.55  0.084
H13 -0.16 3.21 1.82  0.074
H14 -2.10 3.34 4.77  0.076
H15 -2.43 1.42 6.37  0.088
H16 -2.15 -0.96 5.35  0.058
H17 -1.78 -4.13 1.19  0.025
H18 -1.30 -5.27 2.50  0.023
H19 -0.15 -4.03 1.86  0.032
H20 -4.17 -3.17 2.71  0.012
H21 -4.08 -2.54 4.35  0.024
H22 -3.88 -4.28 4.02  0.022
H23 0.15 -3.01 4.92  0.037
H24 -0.92 -4.43 5.26  0.019
H25 -1.35 -2.87 5.94  0.020
S1 -0.75 1.93 -4.00  0.515
C14 -0.43 3.30 -3.06  -0.775
C15 -1.07 4.54 -3.38  -0.104
C16 -0.71 5.75 -2.80  -0.240
C17 -1.41 6.91 -3.23  -0.218
N3 -1.95 7.87 -3.63  0.107
C18 0.34 5.83 -1.86  -0.242
C19 0.95 4.67 -1.42  -0.079
C20 0.54 3.37 -1.91  -0.721
S2 1.13 2.03 -1.12  0.392
C21 0.69 7.09 -1.32  -0.214
N4 1.02 8.12 -0.87  0.113
H26 -1.86 4.52 -4.12  0.090
H27 1.74 4.73 -0.66  0.104
O1 -0.74 -1.03 -2.58  -0.249
C22 0.02 -1.83 -3.54  -0.244
C23 -0.13 -3.32 -3.31  -0.178
C24 0.13 -3.81 -1.88  -0.152
C25 1.49 -3.57 -1.32  -0.292
C26 2.58 -4.37 -1.67  -0.033
C27 3.84 -4.12 -1.13  -0.071
C28 3.99 -2.98 -0.34  -0.069
C29 2.85 -2.27 -0.03  -0.141
N5 1.62 -2.55 -0.47  0.108
H28 -0.74 -0.11 -2.92  -0.068
H29 1.06 -1.49 -3.53  0.097
H30 -0.34 -1.61 -4.56  0.117
H31 0.60 -3.79 -3.97  0.110
H32 -1.14 -3.63 -3.65  0.116
H33 -0.09 -4.92 -1.85  0.128
H34 -0.55 -3.35 -1.15  0.101
H35 2.37 -5.18 -2.36  0.105
H36 4.64 -4.83 -1.32  0.097
H37 4.95 -2.64 0.05  0.099
H38 2.90 -1.43 0.67  0.085
Br1 -4.90 0.47 2.31  0.789
C30 -4.64 0.51 0.44  -0.720
C31 -5.81 0.04 -0.28  -0.139
C32 -5.77 0.02 -1.65  -0.082
C33 -4.62 0.57 -2.32  -0.039
C34 -3.62 1.11 -1.54  -0.115
N6 -3.60 1.01 -0.19  0.049
H39 -6.69 -0.27 0.26  0.071
H40 -6.57 -0.44 -2.23  0.096
H41 -4.59 0.56 -3.40  0.096
H42 -2.77 1.60 -1.97  0.069

**Lowest unoccupied orbital energy**: 3.37 eV
**Gap between HOMO and LUMO**: 4.46 eV
**Max |F|**: 3.02 eV/A
**2S+1**: 1
**Net charge**: -2
**M**: 966.3 g/mol
**E_tot**: -10211.51692 hartree
**Energy above the lowest of the compared OMol25 structures with the same formula, charge and spin**: 0.0 kJ/mol